# 1
This record from the Open Molecules 2025 dataset describes a molecular structure, C24H16BrClN5O6SW. The level of theory is ωB97M-V with the def2-TZVPD basis set.

Energy above the lowest of the compared OMol25 structures with the same formula, charge and spin   0.470 eV
Charge   +3
LUMO energy   -0.440 hartree
HOMO-LUMO gap   5.57 eV
E_HOMO   -17.54 eV

Structure (XYZ):
```
55
C24H16BrClN5O6SW | the Open Molecules 2025 dataset | ωB97M-V with the def2-TZVPD basis set
W -0.325 0.021 0.378
Br -5.086 -3.558 3.613
Cl 1.368 -2.278 2.942
S -1.686 -1.491 -3.948
O -0.589 0.445 2.194
O 2.096 2.304 -2.068
O 0.165 0.717 4.313
O 1.113 -3.453 -0.720
O 0.730 -1.447 0.196
O 0.666 0.847 -1.132
N -1.688 1.529 -0.171
N -1.262 -0.680 -1.593
N -2.535 2.721 -1.816
N 1.370 1.257 1.126
N -2.123 -1.149 0.985
C 3.275 2.592 0.736
C -2.473 5.512 0.639
C 1.906 -3.203 1.527
C -1.876 2.851 0.310
C -2.260 0.056 -3.529
C -1.047 -1.690 -2.397
C 0.346 0.816 3.160
C -4.013 -1.212 2.447
C -2.064 -2.499 1.056
C 3.501 2.638 2.109
C 1.529 1.370 2.448
C -1.966 4.757 1.705
C -3.110 -0.535 1.675
C -1.941 0.335 -2.242
C -2.927 -3.247 1.810
C 2.602 2.033 2.989
C -1.655 3.418 1.561
C -2.710 4.949 -0.600
C -2.411 3.602 -0.734
C -3.920 -2.602 2.547
C -2.103 1.531 -1.457
C 2.193 1.872 0.283
C 1.240 -2.779 0.234
C 1.696 1.728 -1.119
H -0.500 -2.578 -2.110
H -3.168 0.540 1.592
H -2.837 -4.325 1.825
H 2.729 2.090 4.063
H -2.898 2.964 -2.729
H 2.984 -3.080 1.423
H -2.694 6.560 0.791
H 4.359 3.173 2.497
H -1.316 -2.992 0.452
H -1.294 2.833 2.393
H -2.792 0.670 -4.241
H -3.104 5.531 -1.423
H 3.916 3.107 0.032
H 1.693 -4.253 1.696
H -1.824 5.233 2.666
H -4.784 -0.675 2.982
```



# 2
This record from the Open Molecules 2025 dataset describes a molecular structure, C24H16ClF12LuN3O2S. The level of theory is ωB97M-V with the def2-TZVPD basis set.

Energy above the lowest of the compared OMol25 structures with the same formula, charge and spin   0.174 eV
Charge   -1
LUMO energy   0.074 hartree
HOMO-LUMO gap   6.08 eV
E_HOMO   -4.06 eV

Structure (XYZ):
```
60
C24H16ClF12LuN3O2S | the Open Molecules 2025 dataset | ωB97M-V with the def2-TZVPD basis set
Lu 0.285 0.123 1.647
Cl 1.320 0.098 3.996
S 0.552 -2.325 -0.492
F 3.281 3.410 0.648
F -1.824 -0.053 3.722
F -0.974 1.797 2.990
F 4.309 -0.438 -0.928
F 5.200 1.439 -0.260
F -3.000 1.732 3.814
F 3.955 2.075 2.210
F -4.881 0.736 2.258
F -4.395 -0.004 0.273
F 4.772 -0.149 1.149
F -3.899 -1.168 2.034
F 1.847 2.439 1.958
O -1.654 -0.235 1.137
O 2.180 0.039 0.898
N 2.502 -3.001 1.175
N -0.049 1.664 0.070
N 0.460 -2.452 2.165
C 3.215 2.133 -4.661
C 2.179 1.500 -1.022
C -2.324 4.569 -0.412
C -3.946 0.073 1.536
C -2.147 1.064 3.049
C 0.774 1.718 -1.059
C -3.514 2.928 0.788
C 4.302 0.481 0.061
C -4.706 5.097 0.269
C -1.225 2.442 0.106
C 2.996 2.263 1.287
C -2.528 0.728 1.550
C 0.217 1.957 -2.330
C 2.365 1.985 -3.425
C 1.189 -2.630 1.013
C 3.076 -3.238 2.365
C 0.980 2.094 -3.470
C -2.429 2.049 0.761
C 2.863 1.041 0.287
C 2.920 1.677 -2.194
C 2.339 -3.163 3.499
C -1.227 3.731 -0.451
C -3.507 4.184 0.204
C 1.020 -2.711 3.331
H 2.767 -3.325 4.474
H -0.859 2.046 -2.407
H 4.129 -3.480 2.338
H 0.368 -2.606 4.187
H -0.318 4.081 -0.923
H -4.896 5.470 1.280
H 0.483 2.284 -4.418
H 3.995 1.565 -2.161
H -2.250 5.556 -0.861
H -5.619 4.597 -0.063
H -4.565 5.969 -0.373
H 3.219 1.229 -5.277
H 3.058 -2.963 0.331
H 2.864 2.949 -5.296
H -4.415 2.615 1.300
H 4.255 2.345 -4.401
```



# 3
This record from the Open Molecules 2025 dataset describes a molecular structure, C24H17Cl2N4O2Rb. The level of theory is ωB97M-V with the def2-TZVPD basis set.

Energy above the lowest of the compared OMol25 structures with the same formula, charge and spin   5.172 eV
Charge   -2
LUMO energy (alpha / beta)   0.131 / 0.133 hartree
HOMO-LUMO gap (alpha / beta)   3.44 / 1.98 eV
E_HOMO (alpha / beta)   0.13 / 1.64 eV

Structure (XYZ):
```
50
C24H17Cl2N4O2Rb | the Open Molecules 2025 dataset | ωB97M-V with the def2-TZVPD basis set
Rb 0.067 -0.588 -0.834
Cl -0.580 -4.090 -2.401
Cl -2.475 -6.343 -2.494
O -0.027 0.873 7.141
O 1.541 2.323 6.349
N 0.732 2.221 -0.018
N -2.353 -1.248 -3.297
N -1.914 -1.392 1.325
N -0.159 0.476 2.137
C 0.481 0.458 -4.158
C -3.399 -3.247 1.733
C -1.799 -1.155 2.626
C 2.443 0.190 -5.509
C -2.539 -1.905 3.567
C 0.631 1.443 6.220
C 2.618 0.579 -3.151
C 0.575 1.597 2.403
C 2.320 4.367 0.487
C -1.512 -0.485 -3.628
C -0.847 -0.172 3.092
C 1.316 0.632 -3.171
C -2.716 -2.360 0.899
C 1.973 3.473 1.517
C 1.071 2.431 1.270
C -1.642 -5.113 -3.458
C 3.238 0.394 -4.359
C -0.662 0.183 4.433
C 1.050 0.260 -5.399
C 0.864 1.927 3.729
C 0.255 1.173 4.756
C 1.027 3.083 -0.966
C -3.317 -2.962 3.111
C 1.853 4.167 -0.785
H -2.312 -4.409 -3.912
H -2.620 -1.592 4.608
H -0.725 0.242 -4.083
H 2.108 4.858 -1.597
H 3.281 0.687 -2.262
H -1.096 -0.499 5.229
H 2.999 5.173 0.741
H 0.636 2.913 -1.978
H -3.795 -3.538 3.869
H -2.786 -2.439 -0.181
H -1.026 -5.580 -4.253
H 4.298 0.347 -4.412
H -4.113 -3.919 1.288
H 1.514 2.795 3.949
H 0.388 0.056 -6.226
H 2.872 0.036 -6.512
H 2.263 3.681 2.562
```



# 4
This record from the Open Molecules 2025 dataset describes a molecular structure, C24H17Cl3GeHgN3O5S. The level of theory is ωB97M-V with the def2-TZVPD basis set.

Energy above the lowest of the compared OMol25 structures with the same formula, charge and spin   0.121 eV
Charge   -1
LUMO energy   0.052 hartree
HOMO-LUMO gap   6.89 eV
E_HOMO   -5.47 eV

Structure (XYZ):
```
55
C24H17Cl3GeHgN3O5S | the Open Molecules 2025 dataset | ωB97M-V with the def2-TZVPD basis set
Hg -0.169 -0.074 -1.774
Ge -0.360 -1.583 -3.838
Cl -0.749 -0.700 -5.827
Cl -2.106 -2.889 -3.629
Cl 1.215 -3.012 -4.351
S -1.344 -4.599 1.557
O -0.763 -1.351 -0.031
O -0.958 -4.726 2.939
O 1.953 0.363 -1.113
O -2.368 -5.482 1.072
O -2.279 1.372 -2.639
N -0.470 1.914 -0.672
N -1.673 -3.051 1.184
N 0.183 2.209 0.370
C 2.622 2.926 4.673
C -0.762 -2.541 0.384
C -1.655 2.713 -0.808
C 1.430 -3.273 -0.817
C 2.837 1.462 2.761
C 0.115 -4.736 0.549
C 2.120 0.660 0.107
C 0.329 -3.494 -0.014
C 3.248 1.884 4.037
C 0.962 -5.801 0.336
C 1.128 3.160 2.791
C -3.688 3.223 -2.024
C 2.300 -4.335 -1.048
C -1.944 3.776 0.040
C -2.558 2.435 -1.845
C 1.761 2.098 2.118
C 2.069 -5.585 -0.481
C -3.079 4.554 -0.127
C 3.503 0.378 2.094
C -3.951 4.282 -1.167
C -3.287 0.920 -3.536
C 3.176 0.004 0.844
C 1.554 3.569 4.033
C 1.332 1.643 0.794
H 4.077 1.369 4.511
H -3.278 5.370 0.556
H 0.768 -6.768 0.784
H -4.370 3.016 -2.836
H 0.298 3.656 2.311
H 4.295 -0.140 2.626
H 2.754 -6.401 -0.681
H -3.436 1.634 -4.347
H -1.255 3.982 0.844
H 3.162 -4.188 -1.689
H 1.058 4.398 4.522
H 1.618 -2.302 -1.260
H -4.841 4.880 -1.317
H 2.946 3.248 5.654
H -2.934 -0.017 -3.952
H 3.691 -0.802 0.339
H -4.225 0.749 -3.006
```



# 5
This record from the Open Molecules 2025 dataset describes a molecular structure, C24H17ClN4O2Ti. The level of theory is ωB97M-V with the def2-TZVPD basis set.

Energy above the lowest of the compared OMol25 structures with the same formula, charge and spin   0.633 eV
Charge   0
LUMO energy (alpha / beta)   -0.041 / -0.041 hartree
HOMO-LUMO gap (alpha / beta)   5.41 / 5.41 eV
E_HOMO (alpha / beta)   -6.52 / -6.52 eV

Structure (XYZ):
```
49
C24H17ClN4O2Ti | the Open Molecules 2025 dataset | ωB97M-V with the def2-TZVPD basis set
Ti -0.069 0.467 -0.050
Cl 6.604 -2.208 1.791
O 0.462 -0.785 1.502
O 1.859 0.198 -0.632
N 0.396 2.549 -0.461
N -1.725 -0.475 -0.496
N -1.451 2.926 0.920
N -1.507 1.616 0.800
C -4.021 -0.937 0.403
C 5.289 -0.712 -0.055
C -1.739 -2.942 -0.387
C -0.630 -3.009 -2.936
C 1.559 -1.297 1.791
C -2.839 -0.212 0.318
C -1.416 -4.152 -0.978
C 2.801 -1.097 1.130
C -1.523 -1.745 -1.075
C -4.929 0.707 1.935
C -5.052 -0.477 1.214
C -0.859 -4.193 -2.251
C -0.378 3.410 0.261
C 3.958 -1.686 1.688
C 0.995 5.260 -0.396
C -2.726 0.983 1.056
C 4.181 -0.142 -0.622
C -0.968 -1.795 -2.356
C -3.763 1.454 1.844
C 1.439 3.043 -1.159
C -0.063 4.783 0.322
C 2.896 -0.323 -0.061
C 5.176 -1.495 1.109
C 1.766 4.373 -1.174
H 2.609 4.714 -1.757
H -2.142 -2.912 0.617
H 6.265 -0.568 -0.500
H -0.606 -5.144 -2.702
H -1.588 -5.073 -0.435
H -5.745 1.047 2.558
H 3.858 -2.284 2.586
H 1.574 -1.976 2.654
H -0.829 -0.860 -2.887
H 2.023 2.315 -1.704
H -0.199 -3.032 -3.928
H -5.970 -1.047 1.273
H 1.244 6.313 -0.367
H -0.690 5.418 0.931
H 4.258 0.451 -1.524
H -3.637 2.390 2.370
H -4.149 -1.840 -0.179
```



# 6
This record from the Open Molecules 2025 dataset describes a molecular structure, C24H17F12NO7Ru. The level of theory is ωB97M-V with the def2-TZVPD basis set.

Spin multiplicity   5
Charge   0
LUMO energy (alpha / beta)   -0.008 / -0.085 hartree
HOMO-LUMO gap (alpha / beta)   8.14 / 6.75 eV
E_HOMO (alpha / beta)   -8.35 / -9.07 eV

Structure (XYZ):
```
62
C24H17F12NO7Ru | the Open Molecules 2025 dataset | ωB97M-V with the def2-TZVPD basis set
Ru -0.232 -1.472 1.493
F 1.998 0.096 4.635
F 2.112 -1.195 -1.939
F 2.111 -3.310 -2.331
F 0.474 1.039 3.432
F 4.478 -0.367 1.336
F 2.322 2.042 3.807
F 4.471 0.529 3.282
F 0.989 -1.979 -3.583
F 0.107 -4.733 -1.140
F -0.627 -4.014 -3.015
F 3.859 -1.509 3.047
F -1.826 -3.820 -1.259
O -1.231 -0.979 3.155
O -2.105 -2.415 0.927
O -4.185 -2.722 0.229
O -2.695 0.025 4.501
O 1.598 -1.024 2.152
O -2.417 0.276 1.046
O 0.554 -2.446 -0.088
N 0.415 0.159 -0.067
C -0.555 -3.737 -1.705
C -1.291 1.186 -1.431
C 3.178 2.190 1.160
C 4.299 4.232 0.253
C -2.297 1.078 -2.363
C -3.636 -0.277 -4.012
C 1.391 1.055 -0.012
C 2.566 2.933 -1.034
C 2.264 1.156 1.113
C 1.349 -2.224 -2.309
C -2.088 -0.097 3.465
C -3.207 -1.965 0.678
C -2.564 -0.139 -2.980
C -3.574 -0.498 0.820
C -0.799 -1.171 -1.675
C 2.294 0.123 2.251
C 1.640 1.931 -1.109
C 3.791 -0.317 2.482
C 0.109 -2.363 -1.358
C 1.796 0.834 3.556
C 3.323 3.115 0.124
C -1.794 -1.247 -2.630
C -2.373 0.929 2.300
C -0.516 0.072 -1.058
H -1.985 -2.171 -3.150
H 4.238 4.909 -0.594
H 4.104 4.792 1.166
H -3.303 1.470 2.502
H -4.300 -0.393 1.637
H 2.714 3.585 -1.881
H -4.149 0.667 -4.181
H -3.201 -0.617 -4.950
H -2.879 1.950 -2.622
H -3.893 -3.647 0.125
H -4.044 -0.168 -0.118
H 5.318 3.844 0.319
H -1.109 2.126 -0.932
H -1.527 1.617 2.240
H 3.829 2.309 2.011
H 1.079 1.770 -2.016
H -4.368 -1.021 -3.697
```



# 7
This record from the Open Molecules 2025 dataset describes a molecular structure, C24H17HfNO9S6. The level of theory is ωB97M-V with the def2-TZVPD basis set.

Energy above the lowest of the compared OMol25 structures with the same formula, charge and spin   0.979 eV
Charge   -2
LUMO energy   0.153 hartree
HOMO-LUMO gap   6.09 eV
E_HOMO   -1.93 eV

Structure (XYZ):
```
58
C24H17HfNO9S6 | the Open Molecules 2025 dataset | ωB97M-V with the def2-TZVPD basis set
Hf 0.289 0.010 0.684
S -2.192 -1.221 -1.117
S -0.977 0.330 2.993
S -4.999 -2.007 -0.514
S 0.522 -2.469 1.252
S 2.718 -0.549 -0.261
S 1.435 2.665 2.153
O -0.876 1.628 0.140
O -1.597 -0.277 1.796
O 1.961 2.175 3.399
O 1.479 1.673 1.025
O 0.463 0.112 2.785
O -3.853 0.311 0.069
O -0.594 3.444 -1.140
O -1.514 -0.103 4.248
O 2.010 3.922 1.732
N 0.292 0.074 -1.591
C -5.015 0.650 0.808
C 0.811 -0.427 -3.914
C -2.584 2.477 3.113
C 3.115 -2.162 0.286
C 0.709 -2.208 -2.258
C 1.086 -1.397 -4.900
C 0.610 -0.837 -2.574
C -0.322 3.015 2.459
C 0.401 1.826 -3.235
C 3.897 -4.670 1.256
C -3.724 -0.929 -0.456
C -2.024 4.715 2.472
C 4.795 -3.900 0.527
C -1.275 2.088 2.881
C 4.399 -2.664 0.045
C 0.971 -3.126 -3.237
C 2.609 -4.205 1.467
C 2.192 -2.961 0.985
C -2.961 3.794 2.914
C 0.161 1.343 -1.938
C 1.160 -2.721 -4.570
C -0.454 2.257 -0.902
C -0.712 4.331 2.256
C 0.725 0.951 -4.220
H 0.553 -2.516 -1.233
H 5.804 -4.256 0.346
H -5.918 0.430 0.238
H -3.298 1.728 3.431
H 0.039 5.022 1.902
H 1.230 -1.071 -5.924
H 0.291 2.889 -3.397
H 0.900 1.289 -5.235
H 1.359 -3.462 -5.336
H 5.085 -2.045 -0.520
H -4.937 1.717 1.014
H 4.198 -5.627 1.669
H -2.320 5.737 2.267
H 1.022 -4.178 -2.988
H -3.985 4.099 3.087
H -5.048 0.085 1.743
H 1.891 -4.799 2.020
```



# 8
This record from the Open Molecules 2025 dataset describes a molecular structure, C24H17N5NdS2. The level of theory is ωB97M-V with the def2-TZVPD basis set.

Spin multiplicity   4
Charge   +1
LUMO energy (alpha / beta)   -0.178 / -0.171 hartree
HOMO-LUMO gap (alpha / beta)   5.52 / 5.78 eV
E_HOMO (alpha / beta)   -10.35 / -10.45 eV

Structure (XYZ):
```
49
C24H17N5NdS2 | the Open Molecules 2025 dataset | ωB97M-V with the def2-TZVPD basis set
Nd -0.136 -0.826 -0.774
S -2.481 1.989 -3.605
S -0.692 -0.475 -3.454
N 1.997 -0.169 -0.049
N -1.975 -2.090 0.314
N -1.586 0.952 -1.394
N 0.282 -1.457 1.532
N -0.583 -2.146 2.234
C -2.369 2.023 -1.022
C -3.407 3.511 0.521
C -1.565 0.806 -2.720
C 3.545 0.159 1.822
C 4.927 -0.489 -2.296
C -2.589 -3.412 2.240
C -3.960 4.221 -0.545
C 2.910 0.037 -1.091
C -4.051 -3.280 0.355
C -2.608 2.409 0.292
C 2.501 0.855 -2.160
C 3.751 0.064 3.168
C -3.140 -2.437 -0.250
C 2.799 -0.536 4.025
C 2.339 -0.308 1.237
C -3.758 -3.789 1.622
C 4.133 -0.636 -1.174
C 1.638 -1.028 3.515
C 1.372 -0.938 2.125
C 4.536 0.344 -3.331
C 3.324 1.019 -3.258
C -3.741 3.841 -1.856
C -1.701 -2.551 1.570
C -2.943 2.732 -2.089
H 5.855 -1.033 -2.363
H 3.001 -0.589 5.085
H 3.024 1.668 -4.067
H 4.272 0.636 1.181
H 4.657 0.464 3.596
H -4.573 5.084 -0.343
H -4.969 -3.539 -0.145
H -2.327 -3.744 3.230
H -3.349 -1.996 -1.227
H 5.169 0.465 -4.195
H -2.160 1.832 1.096
H 4.420 -1.311 -0.383
H -3.606 3.826 1.534
H -4.450 -4.452 2.119
H 0.890 -1.502 4.133
H 1.554 1.406 -2.079
H -4.178 4.388 -2.674
```